Formula: CsH26O13
Source: the Open Molecules 2025 dataset
Level of theory: ωB97M-V/def2-TZVPD

Summary:
lowest unoccupied orbital energy	-3.11	eV
M	367.10	g/mol
gap between HOMO and LUMO	10.217	eV

Structure (ORCA input):
```
! RIJCOSX wB97M-V def2-TZVPD def2/J DEFGRID3
* xyz 1 1
Cs -22.0115 -7.4347 0.2590
O -24.0846 -4.9430 0.4715
H -24.5251 -4.9746 -0.3777
H -24.7322 -4.5607 1.0638
O -18.3759 -9.5593 -2.4029
H -18.1156 -9.0316 -1.6479
H -17.6618 -9.4487 -3.0307
O -21.7704 -9.7886 -1.9581
H -21.0587 -9.2097 -2.2312
H -21.3297 -10.5725 -1.6302
O -19.9807 -6.5385 -2.0502
H -19.1324 -6.1631 -1.8143
H -20.2715 -6.0214 -2.8014
O -23.5390 -6.3909 -2.2446
H -22.8393 -6.4031 -2.8977
H -24.0892 -5.6491 -2.4961
O -23.5010 -4.9227 3.7891
H -24.1733 -4.6143 3.1816
H -23.7040 -5.8487 3.9217
O -24.0831 -11.7094 -0.9935
H -24.6013 -11.8170 -0.1959
H -23.5704 -10.9155 -0.8413
O -19.2406 -7.6474 1.1119
H -18.5312 -7.2209 1.5926
H -19.1248 -8.5806 1.2910
O -23.8118 -9.1754 2.8639
H -23.3971 -9.8311 3.4245
H -24.0506 -8.4660 3.4604
O -21.6093 -6.2388 -4.4124
H -21.4782 -7.1549 -4.6569
H -20.8183 -5.7937 -4.7163
O -22.0485 -3.2967 1.1760
H -22.6058 -4.0488 0.9758
H -21.8627 -2.9022 0.3239
O -24.5965 -8.9333 0.0625
H -25.4281 -9.3352 -0.1887
H -24.4120 -9.2874 0.9325
O -25.5889 -8.1573 -3.3290
H -25.1975 -7.2894 -3.4283
H -25.2153 -8.4974 -2.5160
*
```

Löwdin atomic charge list, values in e, 4 entries: 1.268, -0.094, 0.048, 0.061

---

Formula: CsH4O2
Source: the Open Molecules 2025 dataset
Level of theory: ωB97M-V/def2-TZVPD

Summary:
lowest unoccupied orbital energy	-3.78	eV
M	168.94	g/mol
gap between HOMO and LUMO	12.378	eV

Structure (ORCA input):
```
! RIJCOSX wB97M-V def2-TZVPD def2/J DEFGRID3
* xyz 1 1
Cs 21.1607 6.8911 23.3683
O 20.7989 5.2892 20.8920
H 21.5709 4.7592 21.1263
H 20.0580 4.7249 21.1242
O 18.2048 7.2962 23.5377
H 17.9365 6.8199 22.7081
H 17.7702 8.1340 23.5131
*
```

Löwdin atomic charge list, values in e, 4 entries: 1.164, -0.174, 0.039, 0.044

---

Formula: Cu2I
Source: the Open Molecules 2025 dataset
Level of theory: ωB97M-V/def2-TZVPD

Summary:
lowest unoccupied orbital energy (alpha / beta)	-16.39 / -21.87	eV
M	254.00	g/mol
expectation value of S²	2.013
gap between HOMO and LUMO (alpha / beta)	12.932 / 7.376	eV

Structure (ORCA input):
```
! RIJCOSX wB97M-V def2-TZVPD def2/J DEFGRID3
* xyz 3 3
Cu 0.7685 -1.6740 0.2085
Cu -1.1999 1.3676 -0.3805
I 0.4313 0.3064 0.1720
*
```

Charges computed using Löwdin, reported in e: 0.634, 0.639, 1.727

---

Formula: CuF30P5
Source: the Open Molecules 2025 dataset
Level of theory: ωB97M-V/def2-TZVPD

Summary:
lowest unoccupied orbital energy (alpha / beta)	2.59 / -3.03	eV
M	788.36	g/mol
expectation value of S²	0.755
gap between HOMO and LUMO (alpha / beta)	7.579 / 1.958	eV

Structure (ORCA input):
```
! RIJCOSX wB97M-V def2-TZVPD def2/J DEFGRID3
* xyz -3 2
Cu -0.0409 0.1413 0.2165
P 3.3679 -1.2300 -3.2774
F 2.8379 -1.6148 -1.7550
F 4.5462 -0.2429 -2.6658
F 4.4260 -2.4520 -3.4829
F 3.4088 -0.5791 -4.8275
F 2.1770 -2.1946 -3.9437
F 2.1939 -0.2209 -2.9334
P 3.2028 4.3394 0.4674
F 3.1997 3.9462 -1.1245
F 4.7235 3.8250 0.7251
F 3.5343 5.8373 -0.0243
F 3.2931 4.9482 2.0235
F 1.6105 4.5324 0.2012
F 2.5868 2.9134 0.7546
P -1.9234 1.7968 4.6556
F -1.1091 2.8986 5.4635
F -1.7458 2.5563 3.2188
F -0.6807 0.8364 4.0899
F -2.7338 0.7498 3.6803
F -1.9999 0.8897 6.0781
F -3.2828 2.5289 5.0710
P -3.8773 0.7555 -2.8070
F -5.0386 0.5778 -1.7158
F -4.4048 2.2409 -3.4319
F -2.9303 1.6206 -1.8329
F -2.6481 0.6689 -3.8837
F -3.2556 -0.6152 -2.1555
F -4.7649 -0.1839 -3.8294
P -0.6857 -5.5803 1.0284
F 0.2267 -5.2139 2.3074
F -0.9224 -3.9942 0.8197
F 0.7348 -5.5326 0.0719
F -1.6043 -6.0387 -0.3141
F -0.4498 -7.1871 1.1332
F -1.9718 -5.7231 1.9987
*
```

Löwdin atomic charge list, values in e, 4 entries: 0.942, 0.318, 0.088, -0.119

---

Formula: CuH12O6
Source: the Open Molecules 2025 dataset
Level of theory: ωB97M-V/def2-TZVPD

Summary:
lowest unoccupied orbital energy	-3.69	eV
M	171.64	g/mol
gap between HOMO and LUMO	6.305	eV

Structure (ORCA input):
```
! RIJCOSX wB97M-V def2-TZVPD def2/J DEFGRID3
* xyz 1 1
Cu 0.0338 0.3015 0.3177
O 1.6893 0.1491 0.9332
H 2.2843 0.2095 0.1858
H 1.8301 0.9621 1.4183
O 0.9528 -0.5252 -1.0794
H 1.0790 -0.0096 -1.8759
H 1.6329 -1.1977 -1.1185
O -1.5265 0.1881 -0.6641
H -1.4151 -0.6995 -0.3235
H -1.7383 0.0653 -1.5894
O -0.5373 0.3353 1.9958
H 0.0292 -0.0193 2.6810
H -1.4262 0.1799 2.3151
O -0.6607 -1.6314 -0.0971
H -0.1596 -1.5698 -0.9104
H -0.4986 -2.5207 0.2178
O -0.3709 1.9120 -0.4427
H -1.1722 1.4941 -0.7583
H -0.0259 2.3762 -1.2055
*
```

Löwdin atomic charge list, values in e, 4 entries: 0.102, -0.015, 0.091, 0.110

---

Formula: F24InP4
Source: the Open Molecules 2025 dataset
Level of theory: ωB97M-V/def2-TZVPD

Summary:
lowest unoccupied orbital energy	-5.81	eV
M	694.67	g/mol
gap between HOMO and LUMO	5.058	eV

Structure (ORCA input):
```
! RIJCOSX wB97M-V def2-TZVPD def2/J DEFGRID3
* xyz -1 1
In 0.3238 0.1227 0.0399
P 0.9952 -3.2739 -0.8056
F 0.1033 -4.4209 -1.4824
F 2.0028 -3.4086 -2.0380
F 0.2598 -2.0633 -1.6427
F 1.9142 -2.0058 -0.2017
F 0.0112 -3.0451 0.4059
F 1.9451 -4.3527 -0.0223
P 3.4683 1.3774 -0.7736
F 4.8835 0.6046 -0.5626
F 3.1264 1.0950 0.8001
F 4.1374 2.7886 -0.4838
F 2.0106 2.0814 -0.8499
F 3.8578 1.6260 -2.3386
F 2.7703 0.0195 -1.3069
P -3.1989 -1.1182 -0.0404
F -3.8663 -2.3742 0.6983
F -2.3120 -2.1122 -1.0376
F -4.2900 -0.9662 -1.2129
F -2.3923 0.1163 -0.7529
F -3.8949 -0.0336 0.8899
F -1.9402 -1.2501 1.0477
P -1.4430 2.9750 1.6591
F -1.4064 3.4118 3.2124
F -3.0682 3.0412 1.7464
F -1.3442 4.4957 1.1815
F -1.4652 2.4461 0.1040
F 0.1979 2.8344 1.6206
F -1.3858 1.3890 2.1462
*
```

Löwdin atomic charge list, values in e, 4 entries: 1.796, 0.180, -0.107, -0.122

---

Formula: F2H2O2Si
Source: the Open Molecules 2025 dataset
Level of theory: ωB97M-V/def2-TZVPD

Summary:
SMILES	O=[Si](F)F.O
lowest unoccupied orbital energy	-0.48	eV
M	100.10	g/mol
gap between HOMO and LUMO	11.372	eV

Structure (ORCA input):
```
! RIJCOSX wB97M-V def2-TZVPD def2/J DEFGRID3
* xyz 0 1
O 1.5266 1.4035 2.8058
Si 0.3496 0.9481 3.5277
F -1.0511 1.6896 3.6365
F 0.2482 -0.3878 4.4143
O -0.0294 -0.1601 -0.1883
H -0.9036 -0.3728 -0.2844
H -0.0107 0.4184 -0.9005
*
```

Löwdin atomic charge list, values in e, 4 entries: -0.228, 0.370, -0.070, -0.083

---

Formula: F2H2S2Si
Source: the Open Molecules 2025 dataset
Level of theory: ωB97M-V/def2-TZVPD

Summary:
lowest unoccupied orbital energy	-1.09	eV
M	132.23	g/mol
gap between HOMO and LUMO	9.543	eV

Structure (ORCA input):
```
! RIJCOSX wB97M-V def2-TZVPD def2/J DEFGRID3
* xyz 0 1
F -0.9909 0.0784 -1.8017
F -1.4127 0.6330 1.6653
Si -0.3645 0.0679 0.6886
S 1.2601 1.5388 0.7759
S 0.1161 -1.9231 0.2282
H 1.5393 1.1026 -0.4333
H -0.1474 -1.4975 -1.1231
*
```

Löwdin atomic charge list, values in e, 4 entries: -0.593, -0.144, 0.120, 0.483

---

Formula: F2H3N2OP
Source: the Open Molecules 2025 dataset
Level of theory: ωB97M-V/def2-TZVPD

Summary:
SMILES	ONNP(F)F
lowest unoccupied orbital energy	0.79	eV
M	116.01	g/mol
gap between HOMO and LUMO	9.948	eV

Structure (ORCA input):
```
! RIJCOSX wB97M-V def2-TZVPD def2/J DEFGRID3
* xyz 0 1
O -1.6829 0.7780 -0.6615
N -0.9573 0.0574 0.3974
N 0.1218 -0.6848 -0.0465
P 1.6638 -0.0726 -0.5200
F 2.5587 -1.0478 0.3990
F 1.6463 1.1601 0.5247
H -2.5990 0.5095 -0.4989
H -0.5811 0.7737 1.0195
H -0.1702 -1.4735 -0.6136
*
```

Löwdin atomic charge list, values in e, 4 entries: -0.097, -0.147, -0.245, 0.812

---

Formula: F2H4N2P
Source: the Open Molecules 2025 dataset
Level of theory: ωB97M-V/def2-TZVPD

Summary:
SMILES	NP(=[NH2+])(F)F
lowest unoccupied orbital energy	-4.03	eV
M	101.02	g/mol
gap between HOMO and LUMO	12.860	eV

Structure (ORCA input):
```
! RIJCOSX wB97M-V def2-TZVPD def2/J DEFGRID3
* xyz 1 1
N -0.6522 0.8440 -0.8836
P -0.0600 -0.5787 -0.2324
N 0.7656 -0.0507 1.0244
F 0.7339 -1.4159 -1.2365
F -1.0520 -1.6220 0.3329
H -1.4883 0.9750 -1.3782
H -0.5822 1.6785 -0.3392
H 0.9524 -0.5509 1.9101
H 1.3826 0.7206 0.8026
*
```

Löwdin atomic charge list, values in e, 4 entries: 0.024, 0.612, 0.004, -0.009

---

Formula: F2H50O25V
Source: the Open Molecules 2025 dataset
Level of theory: ωB97M-V/def2-TZVPD

Summary:
lowest unoccupied orbital energy (alpha / beta)	-2.48 / -2.32	eV
M	539.32	g/mol
expectation value of S²	2.005
gap between HOMO and LUMO (alpha / beta)	10.097 / 10.866	eV

Structure (ORCA input):
```
! RIJCOSX wB97M-V def2-TZVPD def2/J DEFGRID3
* xyz 1 3
V 0.3084 0.4299 0.7371
F 1.4684 0.8916 2.2300
F -0.8811 -0.2756 -0.6824
O 3.7680 1.9802 -5.3231
H 3.9869 2.0822 -6.2780
H 2.9142 1.5648 -5.3074
O 0.5583 0.7179 -5.3330
H 0.2620 0.0647 -4.6808
H -0.2119 1.2131 -5.5942
O -3.5481 2.5751 0.9238
H -3.4343 2.3061 -0.0136
H -3.9837 1.8482 1.2850
O 1.7364 -1.1483 0.1587
H 2.4304 -1.3631 0.8991
H 1.2216 -1.9562 -0.1315
O -2.2878 -1.2658 -4.3410
H -1.4211 -1.5194 -4.0067
H -2.3151 -1.4305 -5.2723
O -0.2848 -5.3313 1.4559
H 0.3648 -5.0106 2.1099
H -0.0550 -6.2564 1.3794
O 3.7122 0.4253 -1.9906
H 4.0029 -0.4538 -1.8290
H 3.5435 0.6078 -2.9394
O 0.9365 1.3844 5.0057
H 0.8416 1.0624 4.0831
H 0.0986 1.1735 5.4189
O 3.4443 -1.3401 2.2533
H 4.3994 -1.2958 2.0920
H 3.3498 -0.6010 2.9817
O -3.3373 -0.3896 2.4207
H -4.0792 -0.5927 1.7978
H -3.7404 -0.4944 3.3367
O -0.4385 4.3505 1.6330
H -0.6970 5.2676 1.4774
H 0.4881 4.4038 2.0081
O 1.1213 -2.9031 3.3134
H 1.1829 -2.7565 4.2415
H 2.0047 -2.6255 3.0390
O 2.0495 3.4462 2.3193
H 1.8420 2.4710 2.5735
H 2.8488 3.3087 1.8084
O -0.3216 2.3779 -0.1908
H -0.4932 3.1673 0.3512
H -1.1001 2.1493 -0.7380
O -1.2274 1.2387 1.9761
H -1.7038 1.9901 1.6365
H -1.8894 0.5174 2.2127
O -0.5575 -1.4429 1.7680
H 0.0096 -2.0074 2.3521
H -1.3252 -1.8498 1.3331
O -4.9271 -0.6977 0.3538
H -5.8066 -1.0018 0.2574
H -4.4481 -1.1962 -0.2919
O 1.5895 3.3038 -2.6185
H 2.0886 3.8140 -3.2850
H 1.2050 2.5753 -3.0842
O 1.8523 1.3714 -0.3362
H 1.7827 2.1259 -0.9220
H 2.5148 0.7970 -0.7253
O 0.2859 -0.9870 -3.0587
H 0.1600 -0.5962 -2.2123
H 1.0846 -1.5759 -2.9568
O -3.1570 -1.5581 -1.4539
H -2.3186 -1.1329 -1.2120
H -3.0846 -1.4664 -2.4117
O -2.6252 1.7618 -2.3903
H -2.9864 2.5543 -2.7810
H -3.0695 0.9882 -2.7305
O 0.6576 -3.3862 -0.6902
H 0.6350 -4.3427 -0.5330
H -0.2986 -3.2623 -0.8392
O 3.5853 0.6357 4.2912
H 2.9278 0.9656 4.9152
H 3.8507 1.4463 3.7986
O -2.3967 -3.6816 0.5636
H -2.7089 -3.6661 -0.3726
H -1.9541 -4.4940 0.7649
*
```

Löwdin atomic charge list, values in e, 4 entries: 1.204, -0.430, -0.421, -0.063

---

Formula: F2HNS
Source: the Open Molecules 2025 dataset
Level of theory: ωB97M-V/def2-TZVPD

Summary:
lowest unoccupied orbital energy	-1.67	eV
M	85.08	g/mol
gap between HOMO and LUMO	10.205	eV

Structure (ORCA input):
```
! RIJCOSX wB97M-V def2-TZVPD def2/J DEFGRID3
* xyz 0 1
N -1.8918 -2.4626 1.3757
F -0.8177 1.5707 0.7862
F 0.2250 -4.0829 0.5256
S -0.4759 -2.5226 1.2917
H -1.4480 1.2693 0.1740
*
```

Löwdin atomic charge list, values in e, 4 entries: -0.403, -0.086, -0.554, 0.960

---

Formula: F2HNS
Source: the Open Molecules 2025 dataset
Level of theory: ωB97M-V/def2-TZVPD

Summary:
lowest unoccupied orbital energy	-0.31	eV
M	85.08	g/mol
gap between HOMO and LUMO	10.404	eV

Structure (ORCA input):
```
! RIJCOSX wB97M-V def2-TZVPD def2/J DEFGRID3
* xyz 0 1
N 0.6171 -0.7611 -0.7974
F -0.2761 -0.1860 1.6744
F -1.6678 0.5412 -0.1096
S -0.0657 0.5413 0.1668
H 1.3925 -0.1354 -0.9342
*
```

Löwdin atomic charge list, values in e, 4 entries: -0.228, -0.365, -0.336, 1.038

---

Formula: F2HOPS
Source: the Open Molecules 2025 dataset
Level of theory: ωB97M-V/def2-TZVPD

Summary:
lowest unoccupied orbital energy	-2.78	eV
M	118.04	g/mol
gap between HOMO and LUMO	8.423	eV

Structure (ORCA input):
```
! RIJCOSX wB97M-V def2-TZVPD def2/J DEFGRID3
* xyz 0 1
O -0.7476 -0.0086 -0.1806
F 0.2525 -2.2307 -0.4325
F 1.5354 -0.0284 -2.1975
P -0.5782 -1.1185 -1.2742
S -2.0508 -1.7359 -2.3367
H 0.0920 0.3196 0.1716
*
```

Löwdin atomic charge list, values in e, 4 entries: -0.180, -0.207, -0.518, 0.407

---

Formula: F2N2
Source: the Open Molecules 2025 dataset
Level of theory: ωB97M-V/def2-TZVPD

Summary:
SMILES	F/N=N/F
lowest unoccupied orbital energy	-0.20	eV
M	66.01	g/mol
gap between HOMO and LUMO	11.969	eV

Structure (ORCA input):
```
! RIJCOSX wB97M-V def2-TZVPD def2/J DEFGRID3
* xyz 0 1
F 1.6116 -0.1134 -0.0366
N 0.4526 0.4638 0.0386
N -0.4528 -0.4638 0.0386
F -1.6114 0.1134 -0.0406
*
```

Charges computed using Löwdin, reported in e: -0.015, 0.015, 0.015, -0.015

---

Formula: F2NO4S2Sn
Source: the Open Molecules 2025 dataset
Level of theory: ωB97M-V/def2-TZVPD

Summary:
lowest unoccupied orbital energy	-9.65	eV
M	298.84	g/mol
gap between HOMO and LUMO	4.221	eV

Structure (ORCA input):
```
! RIJCOSX wB97M-V def2-TZVPD def2/J DEFGRID3
* xyz 1 1
Sn 3.3511 -0.2025 -1.2687
N 0.6190 -0.3317 -0.1668
S -0.7540 -0.6579 -0.6900
O -1.4329 0.4006 -1.4280
O -1.5734 -1.6426 -0.0136
F -0.2089 -1.5429 -1.9038
S 0.0354 0.6355 1.1968
O 0.8230 0.5033 2.4412
O -1.3742 0.7804 1.3938
F 0.5149 2.0579 0.4391
*
```

Löwdin atomic charge list, values in e, 4 entries: 1.697, -0.392, 0.392, -0.241

---

Formula: F2O2S
Source: the Open Molecules 2025 dataset
Level of theory: ωB97M-V/def2-TZVPD

Summary:
lowest unoccupied orbital energy (alpha / beta)	-2.55 / -2.55	eV
M	102.06	g/mol
gap between HOMO and LUMO (alpha / beta)	8.699 / 8.713	eV

Structure (ORCA input):
```
! RIJCOSX wB97M-V def2-TZVPD def2/J DEFGRID3
* xyz 0 1
O -0.9231 -0.3918 0.9709
O 0.4550 1.7031 -0.5506
F -2.0167 -0.8757 0.0705
F 1.6902 -0.8460 -0.5555
S 0.7946 0.4105 0.0648
*
```

Löwdin atomic charge list, values in e, 4 entries: -0.272, -0.371, -0.177, -0.343

---

Formula: F2PPt
Source: the Open Molecules 2025 dataset
Level of theory: ωB97M-V/def2-TZVPD

Summary:
lowest unoccupied orbital energy (alpha / beta)	-7.49 / -9.49	eV
M	264.05	g/mol
expectation value of S²	2.025
gap between HOMO and LUMO (alpha / beta)	7.325 / 7.461	eV

Structure (ORCA input):
```
! RIJCOSX wB97M-V def2-TZVPD def2/J DEFGRID3
* xyz 1 3
F 1.6288 -0.8600 0.1239
P 1.0812 0.6447 0.3293
F -1.7566 -0.1861 0.4568
Pt -0.9534 0.4014 -0.9100
*
```

Charges computed using Löwdin, reported in e: -0.414, 0.885, -0.513, 1.043

---

Formula: F3H3S2Si2
Source: the Open Molecules 2025 dataset
Level of theory: ωB97M-V/def2-TZVPD

Summary:
lowest unoccupied orbital energy	-1.49	eV
M	180.32	g/mol
gap between HOMO and LUMO	7.299	eV

Structure (ORCA input):
```
! RIJCOSX wB97M-V def2-TZVPD def2/J DEFGRID3
* xyz 0 1
F -0.0329 -0.5814 4.1194
F 0.7447 -2.7860 3.4736
F 2.4590 -1.1454 3.4602
Si 0.5630 0.3034 0.1519
Si 0.9175 -1.2721 3.0736
S -0.1092 2.2026 0.7669
S -1.0654 -0.9431 -0.6013
H 1.6389 0.5596 -0.8136
H 1.1691 2.3360 1.2306
H -0.1533 -1.8953 -0.6594
*
```

Löwdin atomic charge list, values in e, 4 entries: -0.127, -0.127, -0.160, -0.021